# 1
Molecular formula: C2H3F4MgNO5S2
Method: DFT, ωB97M-V with the def2-TZVPD basis set

Each line ends with the Mulliken charge.
CARTESIAN COORDINATES (ANGSTROEM)
N 1.03 1.85 0.04  -0.4134
S -0.15 1.37 -1.04  0.6897
O -1.60 1.77 -0.44  -0.4038
O 0.09 1.98 -2.36  -0.5108
S 2.04 0.79 0.66  1.3117
O 0.99 -0.28 0.96  -0.4528
O 3.15 1.76 0.59  -0.6217
C 3.28 -0.50 1.35  0.5920
F 3.17 -1.64 0.69  -0.2187
F 4.56 -0.19 1.27  -0.2069
F 3.03 -0.71 2.63  -0.2233
Mg -0.77 -0.98 0.69  1.1417
F -2.58 -1.44 1.24  -0.6349
C -3.31 -0.80 -1.29  -0.5929
O -2.51 -0.23 -0.25  -0.2674
H -4.29 -0.31 -1.26  0.2431
H -2.86 -0.55 -2.26  0.2975
H -3.26 -1.89 -1.23  0.2710

The calculation puts the energy at -51827.22482 eV. The largest force on an atom is 5.32 eV/A. The value obtained for the LUMO energy (alpha / beta) is -2.9805 / -2.0604 eV. Its HOMO-LUMO gap (alpha / beta) is 7.02 / 7.84 eV. The molar mass comes out at 285.5 g/mol. For the HOMO energy (alpha / beta), the calculation gives -10.00 / -9.90 eV. The multiplicity is 1.

# 2
Molecular formula: C2H3F4OSm
Method: DFT, ωB97M-V with the def2-TZVPD basis set

Each line ends with the Löwdin spin population.
CARTESIAN COORDINATES (ANGSTROEM)
C 0.18 -0.01 1.22  -0.0006
F 1.08 -0.83 1.71  0.0000
F -0.96 -0.19 1.84  0.0000
F 0.61 1.27 1.43  -0.0005
F -0.05 3.94 -1.68  -0.0276
C -0.35 -1.35 -0.72  0.0008
O 0.08 -0.09 -0.14  -0.0065
Sm 0.74 2.14 -1.04  6.0340
H -1.40 -1.52 -0.46  0.0000
H -0.24 -1.23 -1.80  0.0004
H 0.30 -2.14 -0.35  0.0000

The calculation puts the energy at -32938.70050 eV. As for the expectation value of S²: 12.008. The largest force on an atom is 1.32 eV/A. Its charge is +1. The value obtained for the LUMO energy (alpha / beta) is -4.7116 / -4.6568 eV. Its HOMO-LUMO gap (alpha / beta) is 7.36 / 11.40 eV. The molar mass comes out at 269.4 g/mol. For the HOMO energy (alpha / beta), the calculation gives -12.07 / -16.06 eV. The multiplicity is 7.

# 3
Molecular formula: C2H3FLi2OTl
Method: DFT, ωB97M-V with the def2-TZVPD basis set

Each line ends with the Mulliken charge.
CARTESIAN COORDINATES (ANGSTROEM)
O 0.01 0.25 -0.26  -0.8319
C 0.80 -0.67 -0.78  0.1513
C 1.33 -0.60 -2.02  -0.8845
Li -1.32 0.56 -1.86  0.8662
Li -0.58 1.34 1.94  0.8885
F -1.42 1.23 3.47  -0.6381
H 1.00 -1.55 -0.15  0.2899
H 1.25 0.31 -2.63  0.2699
H 1.92 -1.43 -2.41  0.1905
Tl -2.99 0.57 4.71  0.6981

The calculation puts the energy at -11987.21855 eV. The largest force on an atom is 1.89 eV/A. Its charge is +1. The value obtained for the LUMO energy is -3.8879 eV. Its HOMO-LUMO gap is 6.83 eV. The molar mass comes out at 280.3 g/mol. The relative energy (zero: lowest compared OMol25 entry of this formula, charge and spin) is 30.7 kJ/mol. For the HOMO energy, the calculation gives -10.71 eV. The multiplicity is 1.

# 4
Molecular formula: C2H3FLiNaO2
Method: DFT, ωB97M-V with the def2-TZVPD basis set

Each line ends with the Mulliken charge.
CARTESIAN COORDINATES (ANGSTROEM)
H 0.65 -0.45 -0.94  0.2327
O 0.16 1.78 0.27  -0.8993
C -0.78 0.80 0.23  -0.2011
C -0.23 -0.54 -0.18  0.1494
O -0.84 -1.59 -0.07  -0.6076
Li 1.94 1.93 0.22  0.8873
H -1.60 0.98 -0.51  0.1737
H -1.31 0.62 1.19  0.2070
F 3.04 0.55 0.36  -0.9253
Na -1.02 -4.08 -0.57  0.9831

The calculation puts the energy at -13556.38057 eV. The largest force on an atom is 2.91 eV/A. The value obtained for the LUMO energy is -2.4026 eV. Its HOMO-LUMO gap is 4.71 eV. The molar mass comes out at 108.0 g/mol. The relative energy (zero: lowest compared OMol25 entry of this formula, charge and spin) is 0.0 kJ/mol. For the HOMO energy, the calculation gives -7.11 eV. The multiplicity is 1.

# 5
Molecular formula: C2H3FO2
Method: DFT, ωB97M-V with the def2-TZVPD basis set

Each line ends with the Mulliken charge.
CARTESIAN COORDINATES (ANGSTROEM)
C -0.58 -0.06 -0.69  0.0129
C -0.37 0.78 0.63  0.1859
O 1.45 -0.52 0.21  -0.6881
O -0.87 0.33 1.48  -0.3038
F -1.01 -1.13 -0.42  -0.0775
H -0.56 0.40 -1.67  0.3848
H 0.44 1.57 0.48  0.2652
H 1.49 -1.37 -0.02  0.2206

The calculation puts the energy at -8929.23919 eV. The largest force on an atom is 13.64 eV/A. The value obtained for the LUMO energy is -1.0042 eV. Its HOMO-LUMO gap is 8.78 eV. The molar mass comes out at 78.0 g/mol. The relative energy (zero: lowest compared OMol25 entry of this formula, charge and spin) is 555.4 kJ/mol. For the HOMO energy, the calculation gives -9.78 eV. The multiplicity is 1.

# 6
Molecular formula: C2H3FO2
Method: DFT, ωB97M-V with the def2-TZVPD basis set

Each line ends with the Mulliken charge.
CARTESIAN COORDINATES (ANGSTROEM)
C 1.65 0.31 -0.84  -0.0502
C -1.65 0.49 0.55  0.0088
O 1.97 -0.45 0.01  -0.3757
O -1.86 -0.11 1.58  -0.1304
F -1.54 -0.40 -0.52  -0.1907
H 2.31 0.37 -1.69  0.2620
H 0.71 0.79 -0.69  0.1775
H -1.59 -1.01 1.58  0.2988

The calculation puts the energy at -8931.69084 eV. The largest force on an atom is 5.53 eV/A. The value obtained for the LUMO energy is 0.6959 eV. Its HOMO-LUMO gap is 10.78 eV. The molar mass comes out at 78.0 g/mol. The relative energy (zero: lowest compared OMol25 entry of this formula, charge and spin) is 318.9 kJ/mol. For the HOMO energy, the calculation gives -10.08 eV. The multiplicity is 1.

# 7
Molecular formula: C2H3FO2
Method: DFT, ωB97M-V with the def2-TZVPD basis set

Each line ends with the Mulliken charge.
CARTESIAN COORDINATES (ANGSTROEM)
O 2.00 0.92 0.34  -0.4412
C 1.29 0.03 -0.13  0.1968
O 0.12 0.41 -0.86  -0.2737
C -0.99 -0.05 -0.03  -0.0878
F -1.59 1.10 0.57  -0.2572
H 1.47 -1.10 0.00  0.3746
H -0.58 -0.69 0.81  0.2863
H -1.71 -0.62 -0.70  0.2023

The calculation puts the energy at -8933.76175 eV. The largest force on an atom is 4.31 eV/A. The value obtained for the LUMO energy is 0.6510 eV. Its HOMO-LUMO gap is 11.89 eV. The molar mass comes out at 78.0 g/mol. The relative energy (zero: lowest compared OMol25 entry of this formula, charge and spin) is 119.1 kJ/mol. For the HOMO energy, the calculation gives -11.24 eV. The multiplicity is 1. Its structure (SMILES) is O=COCF.

# 8
Molecular formula: C2H3FO2P
Method: DFT, ωB97M-V with the def2-TZVPD basis set

Each line ends with the Mulliken charge.
CARTESIAN COORDINATES (ANGSTROEM)
C -2.30 -0.49 0.18  0.5379
C -1.15 0.53 0.55  -0.1888
O -1.80 -1.58 -0.12  -0.6735
O -3.45 -0.14 0.12  -0.6874
F -1.14 1.53 -0.42  -0.2886
P 0.65 -0.80 -0.03  0.0130
H -1.03 0.94 1.52  0.2993
H 1.22 -0.22 1.14  -0.0114
H 1.18 0.11 -0.94  -0.0004

The calculation puts the energy at -18223.26410 eV. The largest force on an atom is 4.31 eV/A. Its charge is -1. The value obtained for the LUMO energy is 4.4400 eV. Its HOMO-LUMO gap is 8.29 eV. The molar mass comes out at 109.0 g/mol. The relative energy (zero: lowest compared OMol25 entry of this formula, charge and spin) is 429.0 kJ/mol. For the HOMO energy, the calculation gives -3.85 eV. The multiplicity is 1.

# 9
Molecular formula: C2H3FO2S
Method: DFT, ωB97M-V with the def2-TZVPD basis set

Each line ends with the Mulliken charge.
CARTESIAN COORDINATES (ANGSTROEM)
C -0.07 -0.38 -0.48  0.5972
C 1.29 -0.19 0.10  -0.8755
O -0.38 -0.87 -1.53  -0.4274
O -2.65 -0.40 0.39  -0.4291
F -1.64 1.83 0.03  -0.3319
S -1.46 0.26 0.73  0.5767
H 2.09 -0.37 -0.63  0.2938
H 1.47 0.97 0.44  0.2900
H 1.35 -0.85 0.95  0.3062

The calculation puts the energy at -19768.65609 eV. The largest force on an atom is 3.38 eV/A. The value obtained for the LUMO energy is -0.5233 eV. Its HOMO-LUMO gap is 9.18 eV. The molar mass comes out at 110.1 g/mol. The relative energy (zero: lowest compared OMol25 entry of this formula, charge and spin) is 124.4 kJ/mol. For the HOMO energy, the calculation gives -9.71 eV. The multiplicity is 1.

# 10
Molecular formula: C2H3FO3
Method: DFT, ωB97M-V with the def2-TZVPD basis set

Each line ends with the Mulliken charge.
CARTESIAN COORDINATES (ANGSTROEM)
O -0.44 0.34 1.44  -0.5398
C 0.01 -0.06 0.41  0.5584
C -1.10 -0.19 -1.00  -0.1821
F -0.59 0.62 -1.87  -0.2218
O 1.25 -0.24 0.03  -0.1639
O 2.19 0.13 1.12  -0.2912
H -2.14 0.09 -0.65  0.2633
H -0.81 -1.23 -1.24  0.2416
H 1.65 0.56 1.75  0.3355

The calculation puts the energy at -10978.57053 eV. The largest force on an atom is 5.58 eV/A. The value obtained for the LUMO energy is 0.5060 eV. Its HOMO-LUMO gap is 10.89 eV. The molar mass comes out at 94.0 g/mol. The relative energy (zero: lowest compared OMol25 entry of this formula, charge and spin) is 398.5 kJ/mol. For the HOMO energy, the calculation gives -10.38 eV. The multiplicity is 1. Its structure (SMILES) is O=C(CF)OO.

# 11
Molecular formula: C2H3FO4S
Method: DFT, ωB97M-V with the def2-TZVPD basis set

Each line ends with the Mulliken charge.
CARTESIAN COORDINATES (ANGSTROEM)
O 1.99 -0.23 -1.20  -0.5351
S 1.37 -0.62 0.01  1.1523
O 2.04 -1.46 0.94  -0.5205
O 0.80 0.64 0.78  -0.3055
C -0.39 1.02 0.07  -0.4670
C -1.10 -0.31 -0.11  0.3173
F -1.74 -0.67 1.04  -0.2631
O -0.08 -1.23 -0.36  -0.2933
H -0.94 1.76 0.65  0.3136
H -0.12 1.44 -0.90  0.3259
H -1.83 -0.34 -0.92  0.2754

The calculation puts the energy at -23864.46952 eV. The largest force on an atom is 0.24 eV/A. The value obtained for the LUMO energy is 0.6173 eV. Its HOMO-LUMO gap is 12.52 eV. The molar mass comes out at 142.1 g/mol. The relative energy (zero: lowest compared OMol25 entry of this formula, charge and spin) is 12.3 kJ/mol. For the HOMO energy, the calculation gives -11.90 eV. The multiplicity is 1.

# 12
Molecular formula: C2H3FS2
Method: DFT, ωB97M-V with the def2-TZVPD basis set

Each line ends with the Mulliken charge.
CARTESIAN COORDINATES (ANGSTROEM)
C -1.27 0.26 1.07  -0.2656
C -0.26 -0.98 -0.43  0.1359
F 0.91 -1.32 -1.03  -0.1886
S -0.81 0.70 -0.51  -0.0793
S -0.44 -1.22 1.30  -0.0326
H 1.82 0.57 -1.47  -0.0411
H -1.72 0.80 1.88  0.4146
H 1.77 1.18 -0.82  0.0569

The calculation puts the energy at -26506.04243 eV. The largest force on an atom is 3.58 eV/A. The value obtained for the LUMO energy (alpha / beta) is -0.2087 / -0.2094 eV. Its HOMO-LUMO gap (alpha / beta) is 7.76 / 7.75 eV. The molar mass comes out at 110.2 g/mol. The relative energy (zero: lowest compared OMol25 entry of this formula, charge and spin) is 367.9 kJ/mol. For the HOMO energy (alpha / beta), the calculation gives -7.96 / -7.96 eV. The multiplicity is 1.